1.
The following is a quantum chemistry calculation of a single C4H5NO molecule at a distorted geometry, from the Open Molecules 2025 dataset.

The geometry in XYZ format:
```
11
Properties=species:S:1:pos:R:3
C 1.62159 0.08012 -0.09410
C 0.27718 0.06469 -0.11631
C -0.52828 1.24972 -0.05504
N -1.75139 0.94268 -0.03639
O -1.94635 -0.40573 -0.12872
C -0.69895 -1.00013 0.00658
H 2.26151 0.99416 -0.05307
H 2.20728 -0.84442 0.07801
H -0.22516 2.25965 0.13223
H -0.72847 -1.45912 1.00397
H -0.48897 -1.88161 -0.73716
```

Results
highest occupied orbital energy	-8.844	eV
energy relative to the best compared isomer or geometry (same formula, charge and spin)	276.4	kJ/mol
total charge	0
M	83.09	g mol⁻¹
SMILES	C=C1C=NOC1
total energy	-285.30930	Ha

Here are the Mulliken charges for atoms 1 to 4, given in e: C -0.894; C 0.755; C -0.421; N -0.313

=====

2.
The following is a quantum chemistry calculation of a single C4H5NO molecule at a distorted geometry, from the Open Molecules 2025 dataset.

The geometry in XYZ format:
```
11
Properties=species:S:1:pos:R:3
C -0.41210 1.57520 0.34422
C -0.16353 0.31026 0.15498
C 1.10102 -0.38780 0.61277
N -0.96310 -0.45949 -0.63288
C -1.08881 -1.35584 -1.43789
O -1.40448 -2.10238 -2.26074
H -1.20615 1.92887 -0.25096
H -0.12409 2.28201 1.01069
H 0.73307 -0.89929 1.48167
H 1.55482 -1.14635 -0.02919
H 1.97336 0.25482 1.00735
```

Results
highest occupied orbital energy	-9.154	eV
energy relative to the best compared isomer or geometry (same formula, charge and spin)	121.2	kJ/mol
total charge	0
M	83.09	g mol⁻¹
SMILES	C=C(C)N=C=O
total energy	-285.36842	Ha

Here are the Mulliken charges for atoms 1 to 4, given in e: C -0.990; C 0.689; C -1.067; N -0.313

=====

3.
The following is a quantum chemistry calculation of a single C4H5NO molecule at a distorted geometry, from the Open Molecules 2025 dataset.

The geometry in XYZ format:
```
11
Properties=species:S:1:pos:R:3
C -2.01195 1.24037 0.47361
C -0.88177 0.80040 0.54466
C 0.45067 0.41439 0.67555
C 1.12600 -0.38453 -0.49058
N 0.30644 -1.35417 -0.90885
O 2.31939 -0.22113 -0.81397
H -3.03230 1.67887 0.48980
H 1.07348 1.26654 0.75836
H 0.82439 -0.14833 1.53788
H 0.43037 -1.99388 -1.71857
H -0.60473 -1.29852 -0.54788
```

Results
highest occupied orbital energy	-9.667	eV
energy relative to the best compared isomer or geometry (same formula, charge and spin)	169.9	kJ/mol
total charge	0
M	83.09	g mol⁻¹
SMILES	C#CCC(N)=O
total energy	-285.34986	Ha

Here are the Mulliken charges for atoms 1 to 4, given in e: C 0.159; C -0.409; C -0.721; C 0.516

=====

4.
The following is a quantum chemistry calculation of a single C4H5NO molecule, from the Open Molecules 2025 dataset.

The geometry in XYZ format:
```
11
Properties=species:S:1:pos:R:3
O 1.80143 -0.23480 -0.37241
C 0.96341 0.61666 0.73845
C 0.49569 -0.77694 0.68435
C -0.79547 -0.88266 0.07270
C -1.11523 0.40082 -0.28889
N -0.09852 1.25212 0.00293
H 1.31478 -0.16450 -1.21251
H 1.00383 -1.58157 1.20269
H -1.38348 -1.77295 -0.10131
H -2.03257 0.76094 -0.74646
H -0.21587 2.25309 0.02309
```

Results
highest occupied orbital energy	-7.801	eV
energy relative to the best compared isomer or geometry (same formula, charge and spin)	408.3	kJ/mol
total charge	0
M	83.09	g mol⁻¹
total energy	-285.25906	Ha

Here are the Mulliken charges for atoms 1 to 4, given in e: O -0.364; C -0.480; C 0.077; C -0.700

=====

5.
The following is a quantum chemistry calculation of a single C4H5NO molecule, from the Open Molecules 2025 dataset.

The geometry in XYZ format:
```
11
Properties=species:S:1:pos:R:3
C -2.37302 -0.02795 0.26976
C -0.95944 0.31739 0.25495
C 0.24753 0.32250 0.27091
C 1.52342 -0.39204 0.26358
N 2.57140 0.19770 -0.36392
O 1.58067 -1.51019 0.74119
H -2.56295 -0.66827 -0.59807
H -3.05817 0.82020 0.24308
H -2.55969 -0.62113 1.17042
H 3.43138 -0.32715 -0.38272
H 2.56551 1.16812 -0.62760
```

Results
highest occupied orbital energy	-9.719	eV
energy relative to the best compared isomer or geometry (same formula, charge and spin)	140.6	kJ/mol
total charge	0
M	83.09	g mol⁻¹
SMILES	CC#CC(N)=O
total energy	-285.36101	Ha

Here are the Mulliken charges for atoms 1 to 4, given in e: C -1.033; C 0.224; C -0.011; C 0.463

=====

6.
The following is a quantum chemistry calculation of a single C4H5NO molecule, from the Open Molecules 2025 dataset.

The geometry in XYZ format:
```
11
Properties=species:S:1:pos:R:3
C -1.58277 -0.71223 -0.04174
C -0.31281 -0.50471 0.74039
C 0.44015 0.53774 0.53145
C 1.32292 1.34088 -0.01249
N 2.23515 0.81032 -1.01138
O 2.23337 -0.39364 -1.10853
H -1.89867 -1.75909 -0.08450
H -2.40985 -0.14462 0.39576
H -1.43205 -0.36830 -1.06553
H -0.04330 -1.21220 1.51981
H 1.44785 2.40585 0.13676
```

Results
highest occupied orbital energy	-9.033	eV
energy relative to the best compared isomer or geometry (same formula, charge and spin)	405.3	kJ/mol
total charge	0
M	83.09	g mol⁻¹
SMILES	CC=C=CN=O
total energy	-285.26020	Ha

Here are the Mulliken charges for atoms 1 to 4, given in e: C -0.905; C -0.088; C 0.289; C -0.546

=====

7.
The following is a quantum chemistry calculation of a single C4H5NO molecule at a distorted geometry, from the Open Molecules 2025 dataset.

The geometry in XYZ format:
```
11
Properties=species:S:1:pos:R:3
O 2.15524 -1.05495 0.12168
C 1.13018 -0.40393 0.06491
N -0.11737 -0.96980 -0.04573
C -1.35970 -0.27505 -0.15963
C 0.15689 1.95267 0.12134
C 1.13647 1.09664 0.13251
H -0.11831 -1.95249 0.03078
H -2.08592 -0.60769 0.58007
H -1.77111 -0.33175 -1.14821
H -1.24654 0.88329 0.06483
H 2.12378 1.55090 0.21722
```

Results
highest occupied orbital energy	-10.197	eV
energy relative to the best compared isomer or geometry (same formula, charge and spin)	348.2	kJ/mol
total charge	0
M	83.09	g mol⁻¹
total energy	-285.28197	Ha

Here are the Mulliken charges for atoms 1 to 4, given in e: O -0.594; C 0.568; N -0.185; C -0.636

=====

8.
The following is a quantum chemistry calculation of a molecular structure, C4H5NO, from the Open Molecules 2025 dataset.

The geometry in XYZ format:
```
11
Properties=species:S:1:pos:R:3
O -2.04103 0.37059 -0.55025
C -1.24717 0.15816 0.34008
N -0.25291 1.39718 0.83499
C 0.81123 0.91712 0.19703
C 0.06959 -0.90422 -0.02918
C 0.62479 -1.95046 -0.31717
H -1.46861 -0.24648 1.34484
H -0.15577 1.42396 1.84686
H 0.79776 1.00949 -0.88660
H 1.79324 0.83198 0.66497
H 1.12242 -2.86293 -0.57021
```

Results
highest occupied orbital energy (spin up / spin down)	-9.417 / -9.416	eV
energy relative to the best compared isomer or geometry (same formula, charge and spin)	554.0	kJ/mol
total charge	0
M	83.09	g mol⁻¹
total energy	-285.20357	Ha

Here are the Mulliken charges for atoms 1 to 4, given in e: O -0.561; C 0.159; N -0.350; C -0.371

=====

9.
The following is a quantum chemistry calculation of a single C4H5NO molecule at a distorted geometry, from the Open Molecules 2025 dataset.

The geometry in XYZ format:
```
11
Properties=species:S:1:pos:R:3
O 2.32509 -0.92925 -0.01880
C 1.21148 -0.47280 0.12086
C 0.83380 0.95416 0.31365
C -0.46250 1.07359 0.03362
C -1.13749 -0.27027 -0.01941
N 0.01924 -1.13893 -0.07432
H 1.53862 1.77452 0.35619
H -0.72067 1.95133 -0.52950
H -1.72892 -0.48332 0.88406
H -1.81601 -0.35006 -0.87492
H -0.01446 -2.13878 -0.18081
```

Results
highest occupied orbital energy	-9.729	eV
energy relative to the best compared isomer or geometry (same formula, charge and spin)	54.5	kJ/mol
total charge	0
M	83.09	g mol⁻¹
SMILES	O=C1C=CCN1
total energy	-285.39382	Ha

Here are the Mulliken charges for atoms 1 to 4, given in e: O -0.613; C 0.306; C -0.337; C -0.311

=====

10.
The following is a quantum chemistry calculation of a single C4H5NO molecule at a distorted geometry, from the Open Molecules 2025 dataset.

The geometry in XYZ format:
```
11
Properties=species:S:1:pos:R:3
C 0.28074 1.77027 0.00122
C 0.01189 0.29756 0.13916
C 0.24383 -0.77978 -0.84370
C -0.04765 -1.85543 -0.03750
O -0.47934 -1.54239 1.17436
N -0.39221 -0.15262 1.28912
H 0.15419 2.28202 0.96117
H 1.30032 1.95287 -0.35788
H -0.40425 2.21118 -0.72720
H -0.71381 -1.28059 -1.30699
H 0.04629 -2.90309 -0.29176
```

Results
highest occupied orbital energy	-9.485	eV
energy relative to the best compared isomer or geometry (same formula, charge and spin)	379.7	kJ/mol
total charge	0
M	83.09	g mol⁻¹
SMILES	Cc1ccon1
total energy	-285.26997	Ha

Here are the Mulliken charges for atoms 1 to 4, given in e: C -0.937; C 0.635; C -0.531; C -0.101